1.
C2H3N3S in the gas phase at a distorted geometry. Source: the Open Molecules 2025 dataset; level of theory: wB97M-V/def2-TZVPD.

CARTESIAN COORDINATES (ANGSTROEM)
S: 2.4236 -0.0380 -0.0366
N: 0.7575 -0.0497 0.3598
C: -0.3448 0.9169 0.0773
C: -1.4453 0.2354 -0.0900
N: -1.1284 -1.1012 0.0016
N: 0.1694 -1.2853 0.1424
H: 2.5164 -1.4382 -0.3183
H: -0.4694 2.0964 0.2050
H: -2.4790 0.6635 -0.3412

Force components x, y, z for each atom (eV/Å):
0.9 -1.0 -0.3
-4.0 0.5 -1.6
3.4 3.7 1.3
-2.1 -1.5 -0.4
1.4 -1.4 -0.6
-2.6 1.7 0.8
-0.4 1.9 0.4
1.6 -2.8 -0.3
1.8 -1.1 0.7

Values from the calculation:
maximum force = 5.2 eV/Å
spin multiplicity = 1
charge = 0
relative energy (zero: lowest compared OMol25 entry of this formula, charge and spin) = 67.5 kcal/mol

2.
A molecular structure, C2H3N3S2 at a distorted geometry. Source: the Open Molecules 2025 dataset; level of theory: wB97M-V/def2-TZVPD.

CARTESIAN COORDINATES (ANGSTROEM)
C: 0.0412 -1.4792 -1.3203
C: 0.2645 -0.5677 0.5886
N: -0.0072 -0.3350 -0.6560
N: 0.5890 -1.7466 1.0373
N: -0.3631 2.4380 0.6910
S: 0.4653 -2.8044 -0.2245
S: 0.0499 1.1938 1.7469
H: -0.0411 -1.6911 -2.3240
H: 0.3549 2.5828 0.0271
H: -1.3535 2.4094 0.4339

Force components x, y, z for each atom (eV/Å):
0.9 -0.6 3.5
0.1 2.4 3.9
-0.7 -0.9 -3.8
-0.3 0.2 0.4
-0.9 -1.4 1.5
-0.2 1.7 -0.8
0.5 -2.2 -1.0
-0.5 0.1 -2.1
0.1 0.4 -1.1
0.9 0.2 -0.5

Values from the calculation:
maximum force = 4.6 eV/Å
spin multiplicity = 1
charge = 0
relative energy (zero: lowest compared OMol25 entry of this formula, charge and spin) = 22.1 kcal/mol

3.
A gas-phase ion, C2H3N4 (charge -1) at a distorted geometry. Source: the Open Molecules 2025 dataset; level of theory: wB97M-V/def2-TZVPD.

CARTESIAN COORDINATES (ANGSTROEM)
C: -0.0602 -0.0790 0.1214
C: 0.5124 1.0135 -0.7279
N: -0.8602 -2.0601 0.7381
N: -0.3641 -1.5844 -0.3720
N: -0.3895 -0.0341 1.3859
N: -0.9051 -1.2077 1.6763
H: 1.6369 1.0569 -0.7407
H: 0.2478 1.0083 -1.7622
H: 0.1821 1.8866 -0.3188

Force components x, y, z for each atom (eV/Å):
-0.4 -4.7 -1.9
2.0 -2.1 0.0
0.2 -0.6 -2.0
1.0 4.9 1.3
0.3 1.3 -1.9
-0.9 -0.8 3.9
-0.8 -0.2 0.3
-0.6 -0.4 -0.7
-0.8 2.7 1.1

Values from the calculation:
maximum force = 5.2 eV/Å
spin multiplicity = 1
charge = -1
relative energy (zero: lowest compared OMol25 entry of this formula, charge and spin) = 23.4 kcal/mol

4.
2 unconnected molecules or ions with the total composition C2H3N4 at a distorted geometry. Source: the Open Molecules 2025 dataset; level of theory: wB97M-V/def2-TZVPD.

CARTESIAN COORDINATES (ANGSTROEM)
C: -0.8175 1.3269 -0.1940
C: 2.1386 -1.0519 -0.1361
N: 0.0416 0.2956 -0.1461
N: -2.0680 0.8717 -0.0081
N: -0.6852 -0.8182 0.0517
N: -1.9053 -0.4253 0.2364
H: 2.4482 -0.6515 0.8190
H: 1.3181 -1.9222 -0.1307
H: -0.4704 2.3749 -0.4921

Force components x, y, z for each atom (eV/Å):
0.8 0.0 -0.7
-1.5 -1.1 -1.9
1.4 -0.5 -0.6
0.7 0.8 0.6
-0.2 1.8 1.0
-1.6 -1.0 -0.9
-0.6 -0.2 0.9
1.8 2.0 0.8
-0.8 -1.7 0.7

Values from the calculation:
maximum force = 2.8 eV/Å
spin multiplicity = 1
charge = -1
relative energy (zero: lowest compared OMol25 entry of this formula, charge and spin) = 106.0 kcal/mol

5.
2 unconnected molecules or ions with the total composition C2H3N4 at a distorted geometry. Source: the Open Molecules 2025 dataset; level of theory: wB97M-V/def2-TZVPD.

CARTESIAN COORDINATES (ANGSTROEM)
C: 1.2268 0.1798 -1.4060
C: 1.3349 0.0952 0.0102
N: 1.3613 -0.0430 -2.5592
N: -2.5720 0.1083 -0.5867
N: -0.6712 0.4454 0.7266
N: -1.6076 0.1276 0.0798
H: 1.4206 -0.7922 0.5310
H: 1.8999 0.8243 0.4842
H: -3.5887 0.0287 -0.6192

Force components x, y, z for each atom (eV/Å):
0.5 -1.6 -2.1
-1.8 0.8 -1.8
-0.6 1.0 3.0
1.4 0.0 -0.2
-0.2 -1.4 -2.0
0.3 1.8 1.1
-0.4 -2.2 0.5
0.4 2.0 0.9
0.4 -0.5 0.6

Values from the calculation:
maximum force = 3.2 eV/Å
spin multiplicity = 1
charge = +1
relative energy (zero: lowest compared OMol25 entry of this formula, charge and spin) = 55.1 kcal/mol

6.
2 unconnected molecules or ions with the total composition C2H3N4O at a distorted geometry. Source: the Open Molecules 2025 dataset; level of theory: wB97M-V/def2-TZVPD.

CARTESIAN COORDINATES (ANGSTROEM)
C: 0.0655 -1.6519 -0.4731
C: -0.7026 -0.4891 -0.4613
N: 1.2750 -1.3194 0.1204
N: 1.1479 -0.1917 0.7255
N: -0.0073 0.3430 0.3709
N: -0.6049 1.4434 0.8453
O: -0.1225 2.0982 1.7884
H: -0.0016 -2.4940 -1.1044
H: -1.7164 -0.2294 -0.6224
H: 0.6669 2.4910 -1.1893

Force components x, y, z for each atom (eV/Å):
1.2 2.7 -0.6
0.6 -1.0 1.5
-1.1 -2.1 0.0
0.8 1.3 0.2
0.8 -1.9 -0.1
-2.5 2.7 -0.8
1.1 -0.7 0.5
-0.2 -0.8 -0.3
-0.6 0.0 -0.5
-0.2 0.0 0.1

Values from the calculation:
maximum force = 3.8 eV/Å
spin multiplicity = 1
charge = -1
relative energy (zero: lowest compared OMol25 entry of this formula, charge and spin) = 137.8 kcal/mol

7.
A gas-phase ion, C2H3N4O (charge -1) at a distorted geometry. Source: the Open Molecules 2025 dataset; level of theory: wB97M-V/def2-TZVPD.

CARTESIAN COORDINATES (ANGSTROEM)
C: -0.1108 -0.5655 -0.1319
C: -0.8605 0.4530 -0.8673
N: 1.2950 0.3129 1.1006
N: 0.3481 -1.7140 -0.1776
N: 1.7057 -0.8149 1.3715
N: 1.4000 -1.9157 0.8000
O: -1.1558 1.5725 -0.0541
H: -0.2490 0.7722 -1.6272
H: -1.8708 0.1971 -1.0594
H: -0.5019 1.7023 0.6455

Force components x, y, z for each atom (eV/Å):
2.7 1.5 1.3
-0.9 -0.4 2.9
-2.6 -1.7 -1.2
-0.8 0.6 0.3
0.9 0.8 0.0
0.2 -1.2 0.1
-0.2 1.4 0.8
1.0 0.6 -2.5
-0.8 -1.0 -1.4
0.4 -0.5 -0.2

Values from the calculation:
maximum force = 3.4 eV/Å
spin multiplicity = 1
charge = -1
relative energy (zero: lowest compared OMol25 entry of this formula, charge and spin) = 71.1 kcal/mol

8.
2 unconnected molecules or ions with the total composition C2H3N4S at a distorted geometry. Source: the Open Molecules 2025 dataset; level of theory: wB97M-V/def2-TZVPD.

CARTESIAN COORDINATES (ANGSTROEM)
C: -1.4428 1.4088 -0.0179
C: -0.1988 -0.2584 0.0858
N: -1.4881 0.0200 -0.0602
N: -0.2234 1.8556 0.1798
N: 0.5559 0.8460 0.1933
N: 0.3589 -1.5692 0.2606
S: 3.1474 -0.6415 -0.5186
H: -2.4296 1.8035 -0.1153
H: 1.3408 -1.5776 0.6869
H: 0.3797 -1.8872 -0.6944

Force components x, y, z for each atom (eV/Å):
-0.7 -3.0 0.0
0.6 0.1 1.0
0.4 0.5 0.0
-1.6 3.7 -0.6
2.2 -3.0 0.4
0.7 0.6 0.0
-0.4 0.3 0.1
0.1 1.5 0.1
-1.8 0.4 -1.0
0.5 -1.0 -0.1

Values from the calculation:
maximum force = 4.1 eV/Å
spin multiplicity = 1
charge = -1
relative energy (zero: lowest compared OMol25 entry of this formula, charge and spin) = 71.0 kcal/mol

9.
A molecular structure, C2H3N5O at a distorted geometry. Source: the Open Molecules 2025 dataset; level of theory: wB97M-V/def2-TZVPD.

CARTESIAN COORDINATES (ANGSTROEM)
C: 0.8790 -0.3167 -0.0237
C: -1.3376 -0.4386 0.0372
H: 2.8005 -0.1734 0.8523
H: -2.2908 -1.9449 0.0835
H: 1.4246 1.7566 -0.8087
N: -0.1411 -1.0762 -0.0482
N: -2.5443 -0.8734 0.0957
N: -1.2812 1.1303 -0.2511
N: -0.4113 1.8098 -0.3467
N: 0.7750 1.0403 0.7772
O: 2.1271 -0.9137 -0.3674

Force components x, y, z for each atom (eV/Å):
3.0 0.8 3.2
-2.3 0.8 0.1
-2.2 -2.1 -4.1
-1.3 2.1 0.3
-0.2 -1.3 3.5
-0.8 0.5 -1.3
3.3 -2.0 -0.2
-6.2 -4.2 -1.5
2.9 2.9 1.4
4.6 -1.8 -6.5
-0.8 4.4 5.0

Values from the calculation:
maximum force = 8.2 eV/Å
spin multiplicity = 1
charge = 0
relative energy (zero: lowest compared OMol25 entry of this formula, charge and spin) = 280.8 kcal/mol

10.
C2H3N5O in the gas phase at a distorted geometry. Source: the Open Molecules 2025 dataset; level of theory: wB97M-V/def2-TZVPD.

CARTESIAN COORDINATES (ANGSTROEM)
H: -0.8026 -1.4307 1.9366
N: -0.0828 -0.5723 2.2451
C: 0.2436 0.1120 1.2116
N: 1.4342 1.0802 1.1965
N: 1.7616 1.3481 0.0243
N: 1.0090 0.7306 -1.0105
N: 0.0196 -0.0719 -0.2844
C: -1.0365 -0.6560 -0.9477
O: -1.8970 -1.3935 -0.3852
H: 0.5574 1.3439 -1.7854
H: -1.2065 -0.4904 -2.2007

Force components x, y, z for each atom (eV/Å):
2.2 3.1 0.9
-2.0 -1.3 -3.2
1.6 -1.1 -1.1
-1.7 -1.3 -1.4
-0.8 0.7 -0.2
-1.6 -0.6 1.2
-0.1 1.0 0.4
-3.2 -2.2 -0.7
3.1 2.5 -1.4
1.2 -0.8 2.2
1.1 0.0 3.4

Values from the calculation:
maximum force = 4.2 eV/Å
spin multiplicity = 1
charge = 0
relative energy (zero: lowest compared OMol25 entry of this formula, charge and spin) = 107.2 kcal/mol

Look up the spin multiplicity of the sixth one. 1

maximum force of number 6 (C2H3N4O)? 3.8 eV/Å

What is the charge in the eighth record? -1